# 1
Formula: C13H31Cl12O12P3
Source: the OMol25 dataset
Level of theory: the ωB97M-V functional and the def2-TZVPD basis

Summary:
2S+1 = 1
E = -7963.44832 a.u.
ΔE to the lowest compared entry with this formula, charge and spin = 2.9 kcal per mole
HOMO-LUMO gap = 10.92 eV
SMILES string = COP(=O)(OC)OC.COP(=O)(OC)OC.COP(=O)(OC)OC.ClC(Cl)Cl.ClC(Cl)Cl.ClC(Cl)Cl.ClC(Cl)Cl
E_HOMO = -10.5 eV

Positions of all 71 atoms, in Å:
C: -23.87 18.93 -7.59
O: -23.25 19.33 -8.81
P: -22.00 18.51 -9.35
O: -22.19 17.09 -9.58
O: -21.54 19.39 -10.57
C: -22.30 19.38 -11.78
O: -20.86 18.78 -8.29
C: -20.43 20.12 -7.99
H: -24.95 19.04 -7.69
H: -23.54 19.58 -6.79
H: -23.68 17.88 -7.36
H: -21.76 18.81 -12.54
H: -22.40 20.40 -12.14
H: -23.28 18.92 -11.66
H: -19.34 20.13 -8.03
H: -20.79 20.36 -6.99
H: -20.84 20.86 -8.68
C: -33.52 19.81 -11.17
O: -32.40 19.91 -12.06
P: -32.63 19.51 -13.58
O: -33.03 18.13 -13.80
O: -31.27 19.97 -14.24
C: -30.09 19.19 -13.93
O: -33.66 20.57 -14.14
C: -33.43 21.98 -14.07
H: -34.36 19.28 -11.63
H: -33.87 20.80 -10.90
H: -33.19 19.26 -10.29
H: -29.76 18.70 -14.83
H: -30.29 18.45 -13.15
H: -29.37 19.90 -13.55
H: -34.22 22.45 -13.48
H: -33.45 22.39 -15.07
H: -32.48 22.21 -13.59
C: -23.99 24.22 -15.74
O: -23.43 23.07 -16.40
P: -23.02 21.79 -15.59
O: -23.98 21.20 -14.68
O: -21.69 22.28 -14.86
C: -20.79 21.39 -14.24
O: -22.56 20.80 -16.71
C: -21.77 21.23 -17.83
H: -23.48 25.10 -16.13
H: -23.88 24.16 -14.66
H: -25.04 24.29 -16.01
H: -19.82 21.43 -14.74
H: -21.12 20.35 -14.30
H: -20.65 21.67 -13.20
H: -22.36 21.09 -18.74
H: -20.94 20.54 -17.95
H: -21.46 22.26 -17.72
C: -27.22 20.77 -17.24
Cl: -27.57 22.40 -17.82
Cl: -27.45 20.64 -15.50
Cl: -25.59 20.24 -17.64
H: -27.92 20.12 -17.75
C: -26.34 21.45 -12.11
Cl: -25.32 20.83 -10.80
Cl: -25.73 23.01 -12.61
Cl: -28.03 21.55 -11.60
H: -26.27 20.74 -12.92
C: -26.95 16.79 -13.80
Cl: -26.27 15.24 -13.32
Cl: -27.42 16.76 -15.50
Cl: -25.81 18.10 -13.47
H: -27.84 17.00 -13.23
C: -22.92 24.11 -10.60
Cl: -22.33 22.63 -9.81
Cl: -22.54 24.07 -12.31
Cl: -22.25 25.54 -9.83
H: -24.00 24.10 -10.47

***

# 2
Formula: C10H20NO
Source: the OMol25 dataset
Level of theory: the ωB97M-V functional and the def2-TZVPD basis

Summary:
2S+1 = 1
E = -522.63916 a.u.
ΔE to the lowest compared entry with this formula, charge and spin = 85.3 kcal per mole
HOMO-LUMO gap = 10.68 eV
SMILES string = C#C[C@@H]([NH2+]C)[C@@H](OC)C(C)(C)C
Net charge = +1
E_HOMO = -13.5 eV

Positions of all 32 atoms, in Å:
C: -0.49 -2.60 2.44
C: -0.14 -2.04 1.45
C: -0.66 2.63 0.10
C: -1.90 0.82 1.44
C: -1.80 0.65 -1.11
C: 0.74 -3.10 -1.23
C: 2.62 1.09 -0.28
C: 0.58 -1.22 0.49
C: 0.35 0.40 0.35
C: -1.00 1.01 0.16
N: 0.33 -1.72 -0.86
O: 1.24 0.91 -0.70
H: -0.92 -3.23 3.18
H: -0.16 2.73 -0.92
H: -0.06 2.84 1.02
H: -1.58 3.29 0.22
H: -2.29 -0.16 1.51
H: -2.64 1.60 1.23
H: -1.22 1.03 2.29
H: -2.48 -0.17 -0.87
H: -1.14 0.60 -1.97
H: -2.53 1.46 -1.32
H: 0.10 -3.81 -0.90
H: 0.91 -3.12 -2.33
H: 1.78 -3.21 -0.80
H: 3.22 1.66 -1.07
H: 3.06 0.12 -0.07
H: 2.71 1.56 0.75
H: 1.61 -1.24 0.75
H: 0.84 0.81 1.18
H: 0.89 -1.06 -1.33
H: -0.68 -1.53 -1.03

***

# 3
Formula: C5H9ClINS
Source: the OMol25 dataset
Level of theory: the ωB97M-V functional and the def2-TZVPD basis

Summary:
2S+1 = 1
E = -1406.59250 a.u.
ΔE to the lowest compared entry with this formula, charge and spin = 52.5 kcal per mole
HOMO-LUMO gap (spin up / spin down) = 7.85 / 7.78 eV
E_HOMO (spin up / spin down) = -7.7 / -7.6 eV

Positions of all 18 atoms, in Å:
C: 1.38 -2.34 0.55
C: -1.86 -0.01 1.21
C: 0.12 1.68 -1.61
C: -0.44 -0.30 0.63
C: 0.53 1.81 -0.21
N: 0.93 -2.50 -0.59
S: 0.88 -0.93 1.58
Cl: 2.43 -3.33 1.45
I: -0.16 3.45 0.91
H: -1.82 0.99 1.65
H: -2.08 -0.80 1.95
H: -2.45 0.21 0.29
H: 0.39 2.54 -2.26
H: -0.89 1.32 -1.78
H: 0.46 0.72 -2.09
H: -0.35 -0.81 -0.49
H: 1.59 1.54 0.04
H: 1.32 -3.23 -1.23

***

# 4
Formula: C17H23IN2O9
Source: the OMol25 dataset
Level of theory: the ωB97M-V functional and the def2-TZVPD basis

Summary:
2S+1 = 1
E = -1745.97258 a.u.
HOMO-LUMO gap = 8.73 eV
SMILES string = Ic1cnc2ccccc2n1.COC(=O)OC.COC(=O)OC.COC(=O)OC
E_HOMO = -9.1 eV

Positions of all 52 atoms, in Å:
I: 5.55 -0.05 1.33
C: 3.66 0.83 0.99
C: 3.61 2.22 0.70
N: 2.50 2.85 0.45
C: 1.38 2.07 0.53
C: 0.12 2.66 0.29
C: -1.04 1.93 0.36
C: -0.97 0.56 0.70
C: 0.24 -0.04 0.94
C: 1.43 0.70 0.85
N: 2.63 0.07 1.07
H: 4.54 2.78 0.67
H: 0.07 3.71 0.04
H: -2.00 2.37 0.16
H: -1.88 -0.03 0.75
H: 0.30 -1.09 1.20
C: -5.95 -2.37 -1.46
O: -4.91 -2.85 -2.32
C: -3.68 -2.55 -1.91
O: -3.40 -1.94 -0.92
O: -2.82 -3.05 -2.79
C: -1.44 -2.80 -2.47
H: -6.89 -2.68 -1.91
H: -5.86 -2.81 -0.47
H: -5.92 -1.28 -1.40
H: -1.18 -3.26 -1.52
H: -1.24 -1.74 -2.44
H: -0.86 -3.26 -3.26
C: -3.04 6.07 2.78
O: -4.30 6.43 2.20
C: -4.60 5.75 1.09
O: -3.93 4.90 0.59
O: -5.78 6.18 0.65
C: -6.23 5.53 -0.54
H: -2.92 6.69 3.67
H: -3.05 5.02 3.08
H: -2.23 6.26 2.09
H: -6.36 4.47 -0.37
H: -5.54 5.70 -1.36
H: -7.20 5.98 -0.78
C: 4.89 -3.43 0.02
O: 5.36 -4.76 0.31
C: 6.60 -5.00 -0.10
O: 7.32 -4.22 -0.67
O: 6.90 -6.25 0.22
C: 8.22 -6.65 -0.17
H: 3.88 -3.36 0.41
H: 5.51 -2.68 0.52
H: 4.88 -3.25 -1.05
H: 8.97 -6.04 0.32
H: 8.34 -6.59 -1.25
H: 8.34 -7.68 0.15

***

# 5
Formula: C23H33HoN2O2P2
Source: the OMol25 dataset
Level of theory: the ωB97M-V functional and the def2-TZVPD basis

Summary:
2S+1 = 5
E = -2786.54312 a.u.
ΔE to the lowest compared entry with this formula, charge and spin = 0.0 kcal per mole
HOMO-LUMO gap (spin up / spin down) = 6.22 / 6.30 eV
Net charge = +2
E_HOMO (spin up / spin down) = -12.4 / -12.5 eV

Positions of all 63 atoms, in Å:
Ho: 0.60 0.14 -0.59
P: 1.28 -1.37 1.58
C: 0.34 -2.93 1.25
C: -0.59 -2.95 0.06
N: -0.76 -1.86 -0.75
C: -1.74 -1.92 -1.70
C: -2.57 -3.02 -1.85
C: -2.34 -4.16 -1.08
C: -1.31 -4.11 -0.15
C: -2.01 -0.72 -2.59
P: -0.59 0.39 -3.04
H: -1.07 -4.98 0.47
H: -3.38 -2.99 -2.58
H: -2.94 -5.05 -1.22
H: -2.41 -1.08 -3.55
H: -2.78 -0.07 -2.12
H: 1.09 -3.72 1.15
H: -0.26 -3.19 2.15
H: 4.43 -4.05 -2.02
O: 4.02 -4.28 -2.86
H: 3.06 -4.32 -2.68
H: 3.58 1.16 -0.64
O: 2.91 0.63 -1.09
H: 3.26 0.49 -1.98
C: 0.03 -0.44 -4.55
H: -0.79 -0.61 -5.26
H: 0.79 0.19 -5.02
H: 0.49 -1.40 -4.27
C: -1.53 1.76 -3.81
H: -0.82 2.57 -4.04
H: -2.03 1.44 -4.73
H: -2.27 2.15 -3.10
C: 0.73 -1.02 3.29
H: 1.14 -1.75 4.00
H: 1.09 -0.01 3.54
H: -0.37 -1.02 3.35
C: 2.98 -1.99 1.87
H: 3.64 -1.14 2.07
H: 3.01 -2.70 2.72
H: 3.33 -2.49 0.96
C: -3.76 1.55 3.09
C: -3.34 0.43 2.35
C: -2.22 0.51 1.54
C: -1.46 1.71 1.49
C: -1.90 2.83 2.21
C: -3.04 2.75 3.01
N: -0.30 1.75 0.71
C: 0.69 2.74 0.90
C: 1.40 3.18 -0.25
C: 2.55 3.95 -0.10
C: 2.96 4.37 1.17
C: 2.23 3.99 2.31
C: 1.10 3.18 2.18
H: -4.65 1.49 3.72
H: -3.90 -0.50 2.40
H: -1.90 -0.35 0.93
H: -1.33 3.76 2.15
H: -3.36 3.63 3.57
H: 0.98 2.96 -1.24
H: 3.11 4.26 -0.99
H: 3.83 5.02 1.28
H: 2.53 4.35 3.30
H: 0.54 2.86 3.06

***

# 6
Formula: C6H11N3
Source: the OMol25 dataset
Level of theory: the ωB97M-V functional and the def2-TZVPD basis

Summary:
2S+1 = 1
E = -399.43922 a.u.
ΔE to the lowest compared entry with this formula, charge and spin = 35.1 kcal per mole
HOMO-LUMO gap = 8.28 eV
SMILES string = CC1=C(C)N=C(NN)C1
E_HOMO = -7.5 eV

Positions of all 20 atoms, in Å:
C: -1.88 1.58 0.03
C: -0.84 0.47 0.01
C: -0.93 -0.89 0.02
C: -2.18 -1.71 0.00
C: 1.22 -0.59 0.07
C: 0.63 0.82 0.05
H: -1.85 2.07 1.01
H: -1.59 2.34 -0.73
H: -2.88 1.28 -0.25
H: -2.83 -1.36 0.75
H: -2.04 -2.78 0.10
H: -2.68 -1.51 -0.93
H: 0.96 1.28 -0.86
H: 1.02 1.55 0.78
H: 2.79 -1.70 -0.31
H: 3.06 0.90 -0.67
H: 3.65 0.50 0.86
N: 0.34 -1.53 0.05
N: 2.53 -0.84 0.09
N: 3.50 0.14 -0.09

***

# 7
Formula: C4H13NO2
Source: the OMol25 dataset
Level of theory: the ωB97M-V functional and the def2-TZVPD basis

Summary:
2S+1 = 1
E = -365.38331 a.u.
ΔE to the lowest compared entry with this formula, charge and spin = 37.1 kcal per mole
HOMO-LUMO gap = 10.27 eV
SMILES string = C=CCCN.O.O
E_HOMO = -9.5 eV

Positions of all 20 atoms, in Å:
C: 1.56 0.17 -0.11
C: 0.10 0.14 0.50
C: -0.39 -1.24 0.81
C: -1.55 -1.79 0.51
N: 2.26 1.32 0.47
H: 1.53 0.12 -1.19
H: 2.05 -0.73 0.26
H: -0.56 0.57 -0.26
H: 0.13 0.91 1.27
H: 0.33 -1.82 1.38
H: -2.34 -1.28 -0.03
H: -1.77 -2.75 0.96
H: 3.05 1.09 1.05
H: 2.48 2.05 -0.20
H: 0.24 -0.29 -2.26
H: 1.32 -0.49 -3.33
O: 0.39 -0.26 -3.20
H: -2.93 0.79 0.66
H: -2.61 1.92 1.65
O: -3.30 1.59 1.06

***

# 8
Formula: C3H8N2O
Source: the OMol25 dataset
Level of theory: the ωB97M-V functional and the def2-TZVPD basis

Summary:
2S+1 = 1
E = -303.87244 a.u.
ΔE to the lowest compared entry with this formula, charge and spin = 12.4 kcal per mole
HOMO-LUMO gap = 9.95 eV
SMILES string = CN(C)C(N)=O
E_HOMO = -9.2 eV

Positions of all 14 atoms, in Å:
C: 0.35 -1.16 -0.71
C: 0.19 1.31 -1.12
C: -0.39 0.43 1.00
H: 0.57 -1.20 -1.79
H: -0.41 -1.98 -0.61
H: 1.29 -1.46 -0.20
H: -0.71 1.87 -1.32
H: 0.91 2.01 -0.62
H: 0.57 0.96 -2.11
H: -0.70 -0.30 2.85
H: -0.57 -1.63 1.65
N: -0.08 0.16 -0.31
N: -0.46 -0.62 1.92
O: -0.56 1.60 1.37